(1)
Formula: C8H12Cl2OZr
Source: OMol25
Level of theory: ωB97M-V/def2-TZVPD

XYZ file:
```
24
C8H12Cl2OZr, DFT ωB97M-V/def2-TZVPD
Zr 0.523 1.786 -0.793
Cl 2.715 1.081 0.004
Cl -0.137 4.178 -0.752
C 0.671 1.696 -2.813
H -0.313 1.874 -3.355
H 1.070 0.750 -3.318
C -0.994 0.357 0.706
C -0.739 0.026 -0.607
H -1.668 1.204 0.981
C 0.201 -1.118 -0.953
H -1.224 0.468 -1.560
C -0.368 -2.359 -0.128
H 0.211 -1.294 -2.045
H 1.274 -1.033 -0.660
C -0.194 -2.051 1.386
H -1.448 -2.502 -0.331
H 0.131 -3.299 -0.401
C -0.816 -0.709 1.809
H -0.595 -2.794 2.096
H 0.896 -2.046 1.584
H -1.829 -0.884 2.215
H -0.246 -0.333 2.666
O 1.755 3.904 2.398
C 1.125 3.100 1.874
```

Computed properties:
lowest unoccupied orbital energy (spin up / spin down) = -0.053 / -0.053 Ha
frontier orbital gap (spin up / spin down) = 5.906 / 5.907 eV
HOMO energy (spin up / spin down) = -7.353 / -7.354 eV
energy relative to the best compared isomer or geometry (same formula, charge and spin) = 58.2 kcal/mol

Calculated atomic charges, method Löwdin, unit e:
1 Zr 0.780
2 Cl -0.051
3 Cl -0.127
4 C -0.396
5 H -0.041
6 H -0.034
7 C -0.123
8 C -0.350
9 H 0.130
10 C -0.212
11 H 0.135
12 C -0.164
13 H 0.116
14 H 0.070
15 C -0.195
16 H 0.117
17 H 0.110
18 C -0.165
19 H 0.115
20 H 0.117
21 H 0.125
22 H 0.114
23 O 0.045
24 C -0.116

---

(2)
Formula: C4H5FO3
Source: OMol25
Level of theory: ωB97M-V/def2-TZVPD

XYZ file:
```
13
C4H5FO3, DFT ωB97M-V/def2-TZVPD
O 1.735 0.262 1.048
C 1.897 -0.591 0.194
O 0.998 -1.041 -0.665
C -0.354 -0.598 -0.662
C -0.870 0.819 -0.445
O -0.105 1.937 -0.170
C -1.142 -0.268 0.560
F -2.400 -0.792 0.657
H 2.873 -1.107 0.041
H -0.877 -1.164 -1.421
H -1.658 1.067 -1.112
H 0.555 1.685 0.462
H -0.651 -0.209 1.513
```

Computed properties:
lowest unoccupied orbital energy = 0.030 Ha
frontier orbital gap = 10.720 eV
HOMO energy = -9.902 eV
energy relative to the best compared isomer or geometry (same formula, charge and spin) = 20.0 kcal/mol

Calculated atomic charges, method Löwdin, unit e:
1 O 0.057
2 C -0.297
3 O 0.053
4 C -0.129
5 C -0.219
6 O 0.032
7 C -0.199
8 F 0.025
9 H 0.161
10 H 0.161
11 H 0.149
12 H 0.053
13 H 0.154